Entry 1:
6
Properties=species:S:1:pos:R:3:forces:R:3:mulliken_charge:R:1 method="wB97M-V/def2-TZVPD" homo_energy_ha=-0.3919 de_lowest_kcal_mol=1.4
N 1.771438 -0.632127 -0.022165 -1.74 -0.89 -1.24 0.29
O 1.222710 -0.443762 -1.032093 0.94 0.09 1.24 -0.18
O -2.056708 1.363011 -0.202759 -0.33 -0.31 -0.23 -0.36
O -1.643800 -0.750794 0.931133 -0.34 -0.16 -0.29 -0.36
S -2.403372 -0.020153 -0.042069 0.69 0.46 0.51 0.71
Cl 3.109730 0.483827 0.367953 0.78 0.81 0.01 -0.11

Entry 2:
18
Properties=species:S:1:pos:R:3:forces:R:3:mulliken_charge:R:1 method="wB97M-V/def2-TZVPD" homo_energy_ha="-0.2951 / -0.2875"
C -2.381474 -2.231733 0.132855 1.22 -0.85 -2.15 0.04
C -1.024153 3.225318 -0.063030 2.03 -0.27 2.35 -0.69
C 3.324497 -1.434458 -0.718789 0.22 1.70 -0.10 -0.53
O -0.033255 -1.618873 -2.031837 -0.18 -0.24 -0.14 -0.54
O -0.469195 1.934069 -0.232302 0.25 -0.52 -1.15 -0.18
O 2.261799 -1.597351 0.208720 -1.14 0.09 0.81 -0.33
P -0.459075 -0.701010 -0.961250 -0.06 -0.82 0.65 0.72
S -2.086877 -3.656392 -0.548309 -0.19 1.39 1.02 -0.10
S -3.706855 -1.442934 0.777351 -1.17 -1.29 0.29 -0.12
S -0.774331 1.250164 -1.735372 -0.08 -0.19 0.36 -0.08
S 1.163124 -0.357204 0.469299 0.74 -0.55 -0.18 0.06
H -0.980605 3.881215 -0.904208 -0.16 0.18 -0.73 0.30
H -0.323430 3.584463 0.728903 -0.68 0.48 -0.59 0.23
H -1.954848 3.091689 0.414695 -1.53 0.35 0.04 0.30
H 3.367510 -0.305970 -0.959944 0.10 -2.02 -0.52 0.26
H 3.223216 -2.203234 -1.479558 -0.51 0.71 -0.83 0.24
H 4.280075 -1.722055 -0.283417 -0.03 0.27 0.80 0.25
H -4.613704 -2.580767 0.760699 1.17 1.58 0.08 0.17

Entry 3:
17
Properties=species:S:1:pos:R:3:forces:R:3:mulliken_charge:R:1 method="wB97M-V/def2-TZVPD" homo_energy_ha=-0.3977 de_lowest_kcal_mol=70.4
C 2.503038 -0.657494 -0.282753 -0.34 0.36 -0.11 0.12
C 1.594763 -0.032190 0.186988 0.15 -0.70 0.45 -0.79
C 0.514506 0.689796 0.860106 -0.06 0.33 -0.73 0.07
O 0.706501 2.103515 0.543752 0.30 -0.31 -0.07 -0.38
C 0.277010 2.218700 -0.752818 -0.12 0.00 0.02 0.52
O 0.640232 3.036379 -1.521813 -0.07 0.17 -0.03 -0.49
O -0.645402 1.244869 -1.021537 0.08 0.01 0.03 -0.39
C -0.860587 0.575464 0.213888 -0.28 0.09 0.95 0.37
C -1.639198 -0.714940 0.195343 -0.29 -0.09 -0.48 -0.65
O -1.161991 -1.711493 -0.693273 0.32 0.10 -0.02 -0.15
N -0.258411 -2.578825 -0.021520 0.10 0.22 0.05 0.13
O 0.393075 -3.161432 -0.781930 -0.18 -0.24 -0.02 -0.31
H 3.279366 -1.171068 -0.791825 0.12 -0.11 0.03 0.44
H 0.493927 0.499196 1.929591 0.10 0.34 0.05 0.40
H -1.476121 1.243925 0.835940 -0.07 -0.11 -0.01 0.33
H -1.700986 -1.094268 1.220422 0.17 -0.03 -0.04 0.40
H -2.659714 -0.490142 -0.118560 0.05 -0.04 -0.09 0.37

Entry 4:
20
Properties=species:S:1:pos:R:3:forces:R:3:mulliken_charge:R:1 method="wB97M-V/def2-TZVPD" homo_energy_ha=-0.4312 de_lowest_kcal_mol=118.2 total_charge=+1
C 0.277360 -1.736625 0.124378 0.37 -0.97 0.02 -0.27
C -0.893810 -2.004394 0.044466 -0.53 1.05 0.25 0.78
C 2.905878 -2.079070 0.118758 1.07 0.48 -0.78 -0.47
C 1.668324 -1.505880 0.128562 1.02 0.36 -0.19 -0.06
C 2.382119 -0.185698 -0.058286 0.78 0.72 0.59 0.50
C -2.359225 -1.882049 -0.086065 0.45 0.22 -1.33 -0.82
N 3.619124 -0.753390 -0.053760 1.51 -1.96 -0.16 -0.29
N 2.129138 1.044471 -0.063410 0.61 2.27 -1.29 -0.68
N -0.658814 1.878525 -0.142257 2.03 0.03 0.51 -0.49
O -2.647439 -0.437706 -0.044337 1.06 -0.98 -0.10 -0.55
H 3.434911 -3.067446 0.087005 -0.95 1.09 0.28 0.37
H -0.922399 1.933558 0.867945 0.44 -0.01 -1.01 0.39
H -2.611316 -2.371823 -1.068595 -0.14 0.82 0.74 0.34
H -2.879941 -2.433805 0.676743 -0.23 0.02 0.51 0.37
H 4.601116 -0.383641 -0.289507 -2.44 -1.16 0.53 0.26
H 0.481415 1.651603 -0.250505 -1.49 0.22 0.70 0.44
H 3.067055 1.585825 -0.270597 -2.47 -1.10 0.72 0.20
H -1.147389 1.062155 -0.523107 -0.40 0.15 -0.14 0.29
H -0.872880 2.778356 -0.606587 -0.09 -0.83 0.20 0.40
H -3.579092 -0.239040 -0.098861 -0.58 -0.40 -0.06 0.29

Entry 5:
79
Properties=species:S:1:pos:R:3:forces:R:3:mulliken_charge:R:1 method="wB97M-V/def2-TZVPD" homo_energy_ha=-0.4423 total_charge=+1
C 5.983055 -0.554654 1.998254 -0.92 -0.97 -0.31 -1.09
C 5.502249 -0.431905 0.485622 -0.10 1.00 1.00 -0.24
C 4.142822 0.387830 0.442566 0.26 0.29 -0.21 -1.45
I 4.332869 1.834229 -1.199263 -0.32 -0.23 0.53 0.16
C 2.890968 -0.525334 0.309101 1.62 -1.94 -1.41 0.48
O 3.102268 -1.736145 1.052085 -0.04 1.00 0.37 -0.62
C 2.538183 -1.129376 -1.117103 -1.94 -1.20 0.92 -1.15
C 0.934351 -1.318039 -1.058763 1.05 1.35 -0.99 -0.84
I 0.242462 -3.158680 -0.072451 0.46 0.85 0.35 0.19
C 0.298976 -1.481900 -2.499532 -0.43 0.19 0.77 -0.63
C -1.282595 -1.348790 -2.488452 0.72 0.32 -0.62 0.61
O -1.938774 -2.585965 -2.742528 -0.76 0.74 1.18 -0.48
Si -3.439431 -2.759076 -1.908791 -0.76 -1.27 -0.84 0.58
C -3.296443 -3.697586 -0.254857 0.18 0.08 0.29 -0.98
C -4.395571 -1.133196 -1.658947 0.02 0.05 0.62 -0.87
C -4.532631 -3.858358 -3.042539 0.35 0.98 0.11 -1.04
C 0.588903 0.037031 -0.302627 -2.46 -0.36 -2.51 0.54
C 0.571407 1.249384 -1.289831 0.64 0.39 0.01 -0.51
C 0.435319 2.644549 -0.595615 0.92 -0.32 0.34 0.14
C 0.325448 3.861643 -1.574817 -0.68 0.41 -0.19 -1.14
C -0.275584 3.537252 -2.971874 -0.51 0.36 0.49 -0.56
O -1.657959 3.191659 -2.745378 0.68 -0.87 -0.40 -0.36
C -2.120573 2.298983 -3.756266 -0.81 0.15 0.05 -0.39
N 1.554025 0.006921 0.814303 -0.79 -1.43 0.92 1.19
O 1.559788 1.039278 1.734308 0.51 0.76 -0.34 -0.28
C 1.606262 0.573239 3.099639 -0.69 0.44 1.86 -0.44
C 0.174093 0.455185 3.768893 0.00 -0.54 0.31 0.01
C -0.349144 -1.032119 3.806334 0.98 0.61 -0.43 -1.24
C -0.861932 1.501994 3.210731 -0.32 0.15 1.34 0.83
C -1.962049 0.913177 2.259660 0.26 1.15 -0.75 -1.27
C -1.632788 2.130862 4.452299 -0.29 -0.56 -1.27 -1.58
H 5.213634 -0.167959 2.716980 0.62 -0.11 -0.58 0.31
H 6.928568 -0.014066 2.190492 -0.52 -0.51 -0.12 0.34
H 6.055794 -1.646749 2.220074 0.45 0.88 0.10 0.28
H 5.382454 -1.425114 0.004769 0.19 0.78 0.22 0.29
H 6.276059 0.185743 -0.020667 -0.68 -0.75 0.05 0.44
H 4.087132 1.017801 1.359548 -0.17 -0.41 -0.78 0.47
H 3.571678 -1.539818 1.874972 0.09 -0.07 -0.01 0.43
H 2.745765 -0.503638 -2.004943 0.27 -0.44 0.70 0.34
H 2.883746 -2.187840 -1.136028 0.64 1.17 -0.36 0.60
H 0.559493 -2.508068 -2.850160 -0.13 0.91 0.01 0.65
H 0.714630 -0.706940 -3.183612 -0.12 -0.62 0.43 0.26
H -1.557303 -0.631998 -3.302246 0.13 -0.48 0.63 -0.09
H -1.617955 -0.888573 -1.528903 0.23 -0.28 -0.49 -0.32
H -2.686695 -4.630223 -0.340089 -0.43 0.72 -0.04 0.27
H -4.324612 -4.004821 0.045910 0.59 0.22 -0.24 0.34
H -2.880648 -3.088332 0.578787 -0.24 -0.39 -0.50 0.25
H -5.225949 -1.358473 -0.940186 0.64 0.08 -0.51 0.36
H -4.889895 -0.751461 -2.580016 0.60 -0.14 0.54 0.30
H -3.769899 -0.353326 -1.157625 -0.60 -0.34 -0.55 0.20
H -5.516745 -4.000406 -2.541938 0.67 -0.21 -0.31 0.32
H -4.732438 -3.249787 -3.960923 0.21 -0.73 0.50 0.27
H -4.028103 -4.816039 -3.291748 -0.55 0.56 0.09 0.29
H -0.477708 -0.059228 -0.007479 0.96 0.25 0.95 -0.35
H 1.498862 1.269153 -1.912052 -0.68 -0.07 0.40 0.26
H -0.282714 1.069298 -1.987501 0.58 0.10 0.71 -0.17
H 1.379307 2.795366 -0.009176 -0.79 -0.10 -0.36 0.19
H -0.373806 2.605118 0.171695 0.34 0.17 -0.79 -0.11
H 1.280001 4.430880 -1.688954 -0.51 -0.76 0.06 0.38
H -0.378863 4.588869 -1.098220 0.52 -0.47 -0.46 0.42
H -0.273942 4.421415 -3.649794 0.35 -0.46 0.45 0.45
H 0.227999 2.693049 -3.496895 -0.08 0.52 0.38 0.32
H -3.131446 1.939400 -3.452047 0.71 0.32 -0.19 0.19
H -1.458949 1.401679 -3.846155 -0.31 0.70 -0.16 0.12
H -2.226872 2.841190 -4.727832 0.24 -0.59 0.51 0.31
H 1.211343 -0.808898 1.363874 0.21 -0.05 -0.39 0.75
H 2.221310 -0.344809 3.250349 -0.47 0.45 -0.48 0.15
H 2.129812 1.375472 3.673124 -0.23 -0.42 -0.86 0.41
H 0.349085 0.732749 4.840638 0.02 -0.17 -0.83 0.49
H -1.284088 -1.142843 4.393708 0.57 0.07 -0.51 0.37
H 0.461741 -1.643648 4.266873 -0.74 0.23 -0.19 0.39
H -0.479080 -1.395489 2.759305 -0.20 -0.02 0.80 0.13
H -0.291292 2.354324 2.771118 -0.50 -0.76 -0.14 0.16
H -2.148695 1.680706 1.462852 0.03 -0.64 0.55 0.31
H -2.942149 0.806791 2.781702 0.87 -0.31 -0.29 0.51
H -1.677264 -0.015834 1.724882 -0.29 0.43 0.53 -0.03
H -2.514345 2.666996 4.022072 0.75 -0.05 0.60 0.44
H -2.056760 1.286771 5.041796 0.41 0.67 -0.04 0.35
H -0.988170 2.809513 5.045511 -0.49 -0.50 -0.22 0.40

E_tot / eV: -30987.188, -61992.266, -18025.530, -12891.516, -58380.299